# C4H10O20S2V5

A molecular structure, C4H10O20S2V5 (ωB97M-V with the def2-TZVPD basis set, the Open Molecules 2025 dataset).

Positions of all 41 atoms, in Å:
O  2.3217  -2.5113  -2.7557
V  1.9544  -1.3476  -3.9125
O  2.5248  -1.9795  -5.2995
O  1.3850  3.6651  0.3577
V  1.6475  2.3893  1.2863
O  3.2569  2.1170  1.3274
O  0.1357  -3.2893  1.2420
V  0.1282  -3.2467  -0.3639
O  1.0151  -4.5030  -0.7679
O  -0.6876  0.5540  -4.7433
V  -1.0890  0.9630  -3.2912
O  -0.8217  2.5228  -3.1382
O  -3.5124  0.3542  -0.8775
V  -2.6265  -0.9393  -1.1183
O  -2.1791  -1.5060  0.2194
S  0.5011  0.0807  -1.1286
O  -0.9254  0.3249  -1.2257
O  0.7578  -1.2997  -0.6841
O  0.8247  0.1128  -2.5505
O  1.1628  1.0532  -0.3080
S  -1.3226  -2.3514  -3.2722
O  -2.1760  -3.2664  -4.0041
O  0.0251  -2.2263  -3.8946
O  -1.9520  -1.0280  -3.1312
O  -1.2412  -2.6948  -1.8977
C  2.4513  -0.3046  2.9715
O  1.4192  0.6465  2.6302
C  0.1249  0.1517  2.9749
C  -0.7410  1.4061  3.0509
O  -0.6385  2.2376  1.9763
C  -1.6175  3.2747  1.9122
H  3.4647  0.0760  2.8440
H  2.2737  -1.1741  2.3387
H  2.2802  -0.7303  3.9603
H  0.1182  -0.2223  3.9988
H  -0.1476  -0.6952  2.3452
H  -0.5347  1.9464  3.9748
H  -1.7429  1.0158  3.2297
H  -1.5628  3.9236  2.7863
H  -2.6241  2.8840  2.0612
H  -1.6303  3.6162  0.8771

Summary:
HOMO level: -14.3207 eV
HOMO-LUMO gap: 8.7 eV
Total charge: +1
E: -195361.5141 eV

Atom charges from the Mulliken analysis, given in e for atoms 1 to 4:
1. O -0.47
2. V 1.36
3. O -0.51
4. O -0.52

***

# C56H130N2O32P8

10 unconnected molecules or ions with the total composition C56H130N2O32P8 (ωB97M-V with the def2-TZVPD basis set, the Open Molecules 2025 dataset).

Positions of all 228 atoms, in Å:
C  3.7810  -0.5316  9.2010
C  4.3100  0.8461  8.9678
O  3.3977  1.5902  8.2181
P  3.2451  1.3377  6.6944
O  2.7668  -0.0514  6.3365
O  4.7557  1.7533  6.0661
C  5.3266  1.1032  4.9586
C  5.6236  -0.4066  5.1990
O  2.3127  2.5601  6.3031
C  2.6936  3.8474  6.4827
C  2.2818  4.7503  5.2765
H  2.8890  -0.5517  9.8271
H  3.4775  -1.1010  8.3225
H  4.5681  -1.0984  9.6984
H  4.4496  1.3560  9.9211
H  5.2328  0.8097  8.3889
H  4.6626  1.1696  4.0967
H  6.3103  1.5061  4.7177
H  5.8599  -0.5947  6.2463
H  4.7486  -1.0115  4.9612
H  6.4545  -0.7929  4.6086
H  2.2783  4.1802  7.4339
H  3.7442  4.0691  6.6703
H  2.7679  4.4607  4.3449
H  1.2132  4.6479  5.0874
H  2.4735  5.8190  5.3717
C  -2.1624  1.5256  -1.3758
C  -0.6878  1.7197  -0.9668
O  -0.0522  0.4439  -0.7892
P  1.5317  0.4705  -0.7058
O  2.1680  1.6525  -1.3502
O  1.7806  0.3272  0.9327
C  1.7484  1.5745  1.6672
C  1.0620  1.4847  3.0233
O  1.9743  -0.9842  -1.2729
C  1.8078  -1.2987  -2.6390
C  0.4617  -1.8641  -2.9653
H  -2.2129  0.7672  -2.1571
H  -2.8667  1.1454  -0.6358
H  -2.6192  2.4408  -1.7524
H  -0.3351  2.3736  -1.7644
H  -0.5505  2.3851  -0.1145
H  2.8008  1.8156  1.8172
H  1.3699  2.4020  1.0672
H  1.4774  0.8101  3.7719
H  1.1586  2.4840  3.4478
H  0.0106  1.2258  2.8980
H  2.0019  -0.5026  -3.3578
H  2.5201  -2.1076  -2.8012
H  0.4980  -2.4908  -3.8563
H  0.1323  -2.5466  -2.1818
H  -0.1769  -1.0136  -3.2040
C  -5.5724  -3.9783  2.2529
C  -4.6531  -3.8523  1.0737
O  -5.3656  -4.2293  -0.0762
P  -4.5800  -4.3327  -1.4638
O  -3.2290  -4.8657  -1.3447
O  -5.6798  -5.0910  -2.4571
C  -5.5223  -6.4588  -2.8437
C  -6.6207  -7.3908  -2.2606
O  -4.5917  -2.7445  -1.7991
C  -3.7248  -2.1743  -2.7641
C  -4.2297  -2.5461  -4.1584
H  -5.0863  -3.5570  3.1328
H  -6.5133  -3.4344  2.1697
H  -5.9472  -4.9947  2.3738
H  -4.4086  -2.7957  0.9645
H  -3.7290  -4.4266  1.1388
H  -5.5076  -6.4365  -3.9334
H  -4.4976  -6.7274  -2.5870
H  -7.6597  -7.0875  -2.3894
H  -6.4756  -8.3080  -2.8314
H  -6.4878  -7.6204  -1.2034
H  -3.8304  -1.0957  -2.6477
H  -2.6947  -2.4888  -2.5965
H  -5.2845  -2.3304  -4.3286
H  -3.5521  -2.1915  -4.9350
H  -4.3366  -3.6293  -4.2150
C  -3.8244  3.8003  2.8334
C  -3.4594  2.3905  2.4575
O  -4.4829  1.7016  1.6184
P  -5.5902  0.7421  2.3453
O  -6.3237  1.3806  3.4659
O  -6.6303  0.3398  1.1896
C  -6.2819  -0.5227  0.1340
C  -7.0640  -0.0892  -1.0542
O  -4.8976  -0.7586  2.6062
C  -3.9789  -0.9396  3.6378
C  -4.7654  -0.8914  5.0072
H  -3.7119  4.4338  1.9536
H  -4.8470  3.8015  3.2107
H  -3.1733  4.2256  3.5971
H  -2.5268  2.4050  1.8934
H  -3.2022  1.8951  3.3938
H  -5.2300  -0.3765  -0.1115
H  -6.4365  -1.5711  0.3893
H  -6.9060  -0.8612  -1.8072
H  -8.0927  -0.1425  -0.6977
H  -6.9354  0.8896  -1.5163
H  -3.5861  -1.9494  3.5197
H  -3.0637  -0.3569  3.5327
H  -5.1670  0.0934  5.2463
H  -5.5631  -1.6321  4.9507
H  -4.0780  -1.1527  5.8117
C  -1.4812  -1.6560  0.4473
C  -0.7013  -2.9884  0.7644
O  -1.0592  -3.4977  2.0225
P  -0.2158  -3.0263  3.3577
O  -0.4279  -1.5695  3.6969
O  1.2719  -3.4570  2.9817
C  2.4297  -2.8881  3.6295
C  3.4645  -2.6677  2.5384
O  -0.7612  -4.1347  4.4549
C  -0.0286  -4.3091  5.6902
C  0.7062  -5.7043  5.7887
H  -1.1463  -0.8083  1.0450
H  -1.2367  -1.5394  -0.6085
H  -2.5622  -1.7065  0.5779
H  -1.0009  -3.7429  0.0371
H  0.3859  -2.9108  0.7704
H  2.1054  -1.9537  4.0874
H  2.8743  -3.3968  4.4849
H  3.7509  -3.5720  2.0015
H  3.0865  -1.8783  1.8887
H  4.3707  -2.2936  3.0147
H  0.5724  -3.4132  5.8459
H  -0.8240  -4.1879  6.4256
H  1.5412  -5.7107  5.0880
H  1.0834  -5.8831  6.7956
H  0.0209  -6.5200  5.5582
C  3.5377  -3.9642  -0.7284
C  5.0543  -3.6860  -0.6756
O  5.2259  -2.6044  -1.5655
P  6.6995  -1.9584  -1.4954
O  7.8009  -2.9592  -1.3736
O  6.7265  -1.0740  -2.8619
C  6.6071  -1.6617  -4.2105
C  5.1770  -1.4109  -4.6959
O  6.5496  -0.8229  -0.3280
C  5.2906  -0.1317  -0.0813
C  5.6161  0.8633  1.0647
H  3.3564  -4.6463  0.1023
H  2.9209  -3.0967  -0.4936
H  3.1586  -4.1812  -1.7270
H  5.4433  -3.5058  0.3266
H  5.5319  -4.6093  -1.0035
H  7.2916  -1.1173  -4.8610
H  6.9075  -2.7093  -4.1941
H  4.8584  -0.3959  -4.4584
H  4.9531  -1.6593  -5.7334
H  4.5656  -2.1007  -4.1141
H  5.1106  0.4413  -0.9909
H  4.5022  -0.8604  0.1076
H  6.4423  1.5594  0.9199
H  4.7684  1.4839  1.3552
H  5.7831  0.2969  1.9808
C  2.1086  -5.1515  -4.4459
C  1.9502  -4.7279  -5.9540
O  2.3081  -3.4465  -5.9629
P  1.8208  -2.4194  -7.1471
O  0.3570  -2.3801  -7.4673
O  2.5662  -1.0180  -6.7046
C  2.1108  0.2463  -7.0640
C  2.7492  1.2394  -6.0640
O  2.6582  -2.9492  -8.4169
C  2.6047  -2.2693  -9.6622
C  3.9823  -1.7997  -10.0531
H  1.3370  -4.6198  -3.8891
H  1.9594  -6.2201  -4.2915
H  3.1396  -5.0110  -4.1212
H  2.6831  -5.1736  -6.6266
H  0.9072  -4.8132  -6.2587
H  2.2591  0.4584  -8.1228
H  1.0377  0.2758  -6.8748
H  3.8231  1.1245  -6.2108
H  2.4629  2.2747  -6.2491
H  2.4038  0.9902  -5.0607
H  2.3354  -2.9821  -10.4416
H  1.9168  -1.4353  -9.8013
H  4.0093  -1.3795  -11.0585
H  4.1938  -1.0100  -9.3322
H  4.7461  -2.5690  -9.9391
C  1.8915  5.3157  0.1753
C  1.9494  5.2931  1.6570
O  1.0635  6.2245  2.2020
P  -0.5318  6.0109  2.2377
O  -0.9571  4.5863  2.5074
O  -0.9893  7.0562  3.4123
C  -0.7328  8.4180  3.1987
C  0.5146  8.8412  3.8963
O  -1.0030  6.7217  0.8655
C  -1.7381  5.8980  -0.0623
C  -1.7311  6.5757  -1.3330
H  0.8602  5.1209  -0.1188
H  2.2520  6.3057  -0.1042
H  2.5600  4.5759  -0.2651
H  1.7888  4.2764  2.0157
H  2.9360  5.5083  2.0675
H  -0.5952  8.6821  2.1501
H  -1.5302  9.0299  3.6202
H  1.4217  8.3920  3.4918
H  0.6181  9.9252  3.9448
H  0.4000  8.5206  4.9318
H  -1.3693  4.8730  -0.1010
H  -2.7112  5.7646  0.4104
H  -2.4438  7.3993  -1.3761
H  -0.7171  6.9196  -1.5370
H  -1.8660  5.8535  -2.1381
N  -2.7338  0.1006  -6.2591
C  -2.9454  1.4577  -6.1367
C  -1.8843  1.9852  -5.4434
C  -0.9704  0.9928  -5.0915
C  -1.5294  -0.1679  -5.6809
H  -3.3315  -0.6128  -6.6513
H  -3.8230  1.8592  -6.6216
H  -1.7594  3.0301  -5.2001
H  -0.1030  1.0845  -4.4546
H  -1.1049  -1.1585  -5.7524
N  -5.4471  5.6769  -1.9632
C  -5.6852  5.7450  -0.6254
C  -5.7938  4.4723  -0.0820
C  -5.2942  3.6844  -1.0664
C  -5.0958  4.3710  -2.2146
H  -5.4079  6.4878  -2.5640
H  -5.9567  6.7211  -0.2514
H  -6.0510  4.2707  0.9474
H  -5.0963  2.6322  -0.9244
H  -4.7218  3.9980  -3.1566

Summary:
HOMO level (alpha / beta): -10.0159 / -10.0158 eV
2S+1: 2
HOMO-LUMO gap (alpha / beta): 6.8 / 2.6 eV
Total charge: +1
E: -203001.8632 eV

Atom charges from the Mulliken analysis, given in e for atoms 1 to 4:
1. C -0.94
2. C -0.19
3. O -0.44
4. P 1.04

***

# C4H8NO3

2 unconnected molecules or ions with the total composition C4H8NO3 (ωB97M-V with the def2-TZVPD basis set, the Open Molecules 2025 dataset).

Positions of all 16 atoms, in Å:
C  -1.6688  -0.8513  -0.6741
C  -0.6603  -1.9284  -0.2026
O  0.5020  -1.9863  -0.7033
O  -1.1094  -2.6564  0.7077
H  -1.5387  -0.5067  -1.7002
H  -1.6437  0.1485  -0.2168
H  -2.6524  -1.2731  -0.5019
C  1.3426  0.8379  1.4028
C  0.7681  1.5715  0.1809
O  0.3650  2.7227  0.2619
N  0.7650  0.8337  -0.9407
H  0.3382  1.2010  -1.7583
H  0.9401  -0.1762  -0.9649
H  2.1171  0.1444  1.0910
H  0.5356  0.3013  1.9079
H  1.5996  1.6174  2.1105

Summary:
HOMO level: -4.4924 eV
HOMO-LUMO gap: 8.4 eV
Total charge: -1
E: -11912.8264 eV

Atom charges from the Mulliken analysis, given in e for atoms 1 to 4:
1. C -0.89
2. C 0.63
3. O -0.81
4. O -0.71

***

# CHFO3

2 unconnected molecules or ions with the total composition CHFO3 (ωB97M-V with the def2-TZVPD basis set, the Open Molecules 2025 dataset).

Positions of all 6 atoms, in Å:
C  1.3104  0.0433  0.2814
O  2.2202  0.8054  0.4492
O  -1.7011  -0.0981  -0.6377
O  -0.8849  0.9055  -0.3762
F  1.0541  -1.2297  0.0390
H  -1.9987  -0.4265  0.2443

Summary:
HOMO level (alpha / beta): -8.8201 / -10.9283 eV
2S+1: 3
HOMO-LUMO gap (alpha / beta): 9.4 / 9.3 eV
E: -9906.4438 eV

Atom charges from the Mulliken analysis, given in e for atoms 1 to 4:
1. C 0.45
2. O -0.33
3. O -0.18
4. O -0.19

***

# C12H19N6O4SV

A molecular structure, C12H19N6O4SV (ωB97M-V with the def2-TZVPD basis set, the Open Molecules 2025 dataset).

Positions of all 43 atoms, in Å:
V  -0.6974  0.1781  -0.5039
C  3.9050  0.9299  3.6111
C  2.4788  1.4408  3.7241
N  1.9743  1.9522  2.4480
C  1.3772  1.2281  1.5092
S  1.0019  1.8786  -0.0123
N  1.2400  -0.1116  1.7968
N  0.4349  -0.7138  0.9475
C  0.6798  -2.0807  0.8522
C  1.2480  -2.8395  1.9811
C  0.4109  -2.5565  -0.4833
C  0.6558  -3.8602  -0.9237
C  0.4528  -4.1790  -2.2488
C  -0.0053  -3.1933  -3.1158
C  -0.2554  -1.9322  -2.6110
N  -0.0542  -1.6113  -1.3315
H  4.2466  0.5777  4.5838
H  3.9634  0.1039  2.9039
H  4.5820  1.7173  3.2809
H  1.8037  0.6549  4.0543
H  2.4064  2.2608  4.4383
H  2.2164  2.8932  2.1752
H  2.1496  -2.3530  2.3546
H  0.5326  -2.8596  2.8068
H  1.4861  -3.8613  1.6975
H  1.0036  -4.5989  -0.2161
H  0.6441  -5.1791  -2.6120
H  -0.1758  -3.3975  -4.1621
H  -0.6376  -1.1415  -3.2451
C  -3.5150  3.5304  -3.4801
O  -2.5838  2.4358  -3.4637
C  -2.1164  1.9607  -2.3286
O  -1.3008  1.0271  -2.3842
N  -2.5067  2.5075  -1.1767
N  -2.0842  1.8880  0.0034
H  -3.6867  3.7420  -4.5296
H  -3.0842  4.4082  -2.9978
H  -4.4555  3.2327  -3.0135
H  -3.3359  3.0823  -1.1522
H  -2.8675  1.3686  0.4297
H  -1.6809  2.5970  0.6051
O  -2.3594  -0.7997  -0.3080
O  -3.4912  -0.3271  0.0965

Summary:
HOMO level (alpha / beta): -10.4437 / -10.6342 eV
2S+1: 4
HOMO-LUMO gap (alpha / beta): 6.8 / 6.7 eV
Total charge: +1
E: -66398.0347 eV

Atom charges from the Mulliken analysis, given in e for atoms 1 to 4:
1. V 0.41
2. C -1.04
3. C -0.42
4. N -0.15